(1)
The following is a DFT calculation (the ωB97M-V functional and the def2-TZVPD basis) of an isolated molecule of C7H11N at a distorted geometry.

The geometry in ORCA input format:
```
! wB97M-V def2-TZVPD RIJCOSX def2/J DEFGRID3
* xyz 0 1
C -2.770 -1.561 -0.390
C -1.564 -0.611 -0.831
C -0.358 -0.404 0.060
C -0.012 -0.359 1.431
N 1.196 0.305 1.552
C 1.583 0.687 0.270
C 0.776 0.266 -0.714
C 2.692 1.587 0.039
H -3.634 -1.347 -1.086
H -2.577 -2.641 -0.322
H -3.142 -1.189 0.588
H -1.922 0.344 -1.213
H -1.286 -0.922 -1.869
H -0.492 -0.695 2.299
H 1.862 0.530 2.269
H 0.926 0.336 -1.698
H 3.358 1.268 -0.699
H 2.177 2.347 -0.582
H 3.185 2.060 0.894
*
```

The calculation puts the HOMO-LUMO gap at 8.8 eV. The LUMO energy comes out at 1.03 eV. The calculated total energy comes out at -8925.7710 eV. As for the SMILES: CCc1c[nH]c(C)c1.

***

(2)
The following is a DFT calculation (the ωB97M-V functional and the def2-TZVPD basis) of a structure of composition C7H11N at a distorted geometry.

The geometry in ORCA input format:
```
! wB97M-V def2-TZVPD RIJCOSX def2/J DEFGRID3
* xyz 0 1
C 0.224 1.660 0.793
C 0.368 0.478 -0.293
C 1.747 0.043 -0.656
C 0.212 -1.015 -0.038
C -1.212 -1.386 0.536
C -1.900 -0.173 -0.490
C -1.070 0.765 -0.788
H -0.514 1.218 1.483
H 1.260 1.784 1.177
H 0.033 2.731 0.512
H 2.720 0.616 -0.510
H 2.007 -0.604 -1.444
H 2.061 -1.720 -0.157
H 0.022 -1.541 -0.960
H -1.630 -2.373 0.455
H -1.465 -0.971 1.608
H -3.065 -0.168 -0.406
H -1.413 1.691 -1.161
N 1.615 -1.035 0.336
*
```

The calculation puts the HOMO-LUMO gap at 9.9 eV. The LUMO energy comes out at 1.00 eV. The calculated total energy comes out at -8921.5507 eV.

***

(3)
The following is a DFT calculation (the ωB97M-V functional and the def2-TZVPD basis) of a structure of composition C7H11N at a distorted geometry.

The geometry in ORCA input format:
```
! wB97M-V def2-TZVPD RIJCOSX def2/J DEFGRID3
* xyz 0 1
C -0.892 -1.581 0.705
C -1.962 -0.571 0.075
C -0.779 0.283 0.169
C 0.242 -0.767 -0.112
C 1.466 -0.012 -0.104
C 1.061 0.826 -1.290
C 1.090 1.296 0.664
H -0.867 -2.616 0.463
H -0.980 -1.355 1.743
H -2.398 -0.909 -0.969
H -2.719 -0.426 0.868
H -0.757 0.497 1.261
H -0.012 -1.047 -1.235
H 2.466 -0.454 -0.128
H 0.758 0.330 -2.159
H 1.725 1.689 -1.566
H 1.761 2.088 0.366
H 0.808 1.208 1.692
N -0.010 1.521 -0.442
*
```

The calculation puts the HOMO-LUMO gap at 9.8 eV. The LUMO energy comes out at 1.13 eV. The calculated total energy comes out at -8921.5817 eV.

***

(4)
The following is a DFT calculation (the ωB97M-V functional and the def2-TZVPD basis) of a cluster of 2 separate species, C7H11N in total at a distorted geometry.

The geometry in ORCA input format:
```
! wB97M-V def2-TZVPD RIJCOSX def2/J DEFGRID3
* xyz 0 1
C 1.157 -0.912 0.720
C -2.403 -1.431 -0.852
C 1.324 -0.488 -0.548
C 0.762 -1.355 1.905
C -2.004 0.701 0.220
C 2.192 0.783 -0.751
C -1.031 1.790 0.197
N -2.161 -0.234 -0.526
H -2.047 -2.260 -0.162
H -2.941 -1.728 -1.760
H 1.135 -1.154 -1.404
H -0.348 -1.404 2.247
H 1.322 -1.750 2.738
H 2.287 1.192 0.231
H 1.617 1.426 -1.469
H 3.145 0.358 -1.179
H -0.644 2.074 -0.793
H -0.005 1.642 0.635
H -1.358 2.750 0.553
*
```

The calculation puts the HOMO-LUMO gap at 8.2 eV. The LUMO energy comes out at 0.71 eV. The calculated total energy comes out at -8921.8568 eV.

***

(5)
The following is a DFT calculation (the ωB97M-V functional and the def2-TZVPD basis) of an isolated molecule of C7H11N at a distorted geometry.

The geometry in ORCA input format:
```
! wB97M-V def2-TZVPD RIJCOSX def2/J DEFGRID3
* xyz 0 1
C 2.263 -0.685 -0.458
C 0.992 -0.094 0.090
C 0.003 -1.055 0.704
C -1.144 -0.821 -0.180
C -2.423 -0.127 -0.241
C -1.295 0.788 0.061
C 0.075 1.028 -0.448
H 2.757 -0.033 -1.132
H 1.931 -1.631 -0.874
H 2.980 -0.943 0.359
H 0.360 -2.093 0.714
H -0.305 -0.845 1.752
H -0.897 -0.977 -1.213
H -2.893 -0.364 -1.190
H -3.124 -0.207 0.566
H -1.279 0.877 1.114
H 0.334 1.397 -1.557
H 1.882 1.757 0.300
N 1.060 1.265 0.570
*
```

The calculation puts the HOMO-LUMO gap at 8.7 eV. The LUMO energy comes out at 1.08 eV. The calculated total energy comes out at -8922.3316 eV. As for the SMILES: C[C@]12C[C@H]3C[C@@H]3[C@H]1N2.

***

(6)
The following is a DFT calculation (the ωB97M-V functional and the def2-TZVPD basis) of the ion C7H11N2 with charge +1 at a distorted geometry.

The geometry in ORCA input format:
```
! wB97M-V def2-TZVPD RIJCOSX def2/J DEFGRID3
* xyz 1 1
C -1.309 1.694 0.447
C -2.509 -0.321 0.128
C -0.238 -1.296 -0.232
C 0.677 -2.299 -0.222
C -0.434 1.511 -0.805
C 0.529 0.387 -0.431
C 1.366 0.675 0.830
N -2.176 0.837 0.692
N -1.655 -1.326 -0.296
H -1.256 2.678 1.066
H -3.570 -0.632 -0.023
H 0.397 -3.354 -0.118
H 1.780 -2.239 -0.207
H -1.071 1.213 -1.619
H 0.227 2.477 -0.985
H 1.255 0.204 -1.290
H 1.812 1.639 0.693
H 2.099 -0.110 1.024
H 0.627 0.658 1.672
H -1.995 -2.244 -0.641
*
```

The calculation puts the HOMO-LUMO gap at 8.2 eV. The LUMO energy comes out at -5.40 eV. The calculated total energy comes out at -10407.9405 eV. As for the SMILES: C=C1[NH+]=CN=CC[C@H]1C.

***

(7)
The following is a DFT calculation (the ωB97M-V functional and the def2-TZVPD basis) of the ion C7H11N2 with charge +1 at a distorted geometry.

The geometry in ORCA input format:
```
! wB97M-V def2-TZVPD RIJCOSX def2/J DEFGRID3
* xyz 1 1
C -1.094 -0.081 -1.825
C 0.257 -0.107 -1.967
C -0.194 -0.155 0.161
C 0.452 -0.162 1.506
C 1.755 0.587 1.163
C 2.156 -0.017 -0.109
C -2.620 -0.164 0.141
N -1.324 -0.079 -0.491
N 0.881 -0.088 -0.792
H -1.854 -0.187 -2.637
H 0.815 -0.095 -2.874
H -0.205 0.353 2.320
H 0.510 -1.231 1.761
H 1.427 1.665 1.148
H 2.559 0.357 1.882
H 2.904 0.587 -0.628
H 2.454 -0.970 0.181
H -3.125 -1.094 0.060
H -2.580 0.137 1.280
H -3.175 0.743 -0.278
*
```

The calculation puts the HOMO-LUMO gap at 10.8 eV. The LUMO energy comes out at -2.72 eV. The calculated total energy comes out at -10410.4552 eV. As for the SMILES: Cn1cc[n+]2c1CCC2.

***

(8)
The following is a DFT calculation (the ωB97M-V functional and the def2-TZVPD basis) of the ion C7H11N2 with charge +1 at a distorted geometry.

The geometry in ORCA input format:
```
! wB97M-V def2-TZVPD RIJCOSX def2/J DEFGRID3
* xyz 1 1
C -0.639 2.497 0.604
C -1.881 1.821 1.134
C -1.805 2.111 -0.331
C -0.439 -0.044 0.234
C -3.030 0.028 -0.227
C 1.975 -2.118 -0.048
C 1.049 -1.466 -1.122
N -0.062 -0.679 -0.689
N -1.836 0.694 0.222
H -0.712 3.549 0.905
H 0.311 1.919 0.511
H -2.486 1.922 1.914
H -2.333 2.529 -1.249
H -0.138 0.221 1.238
H -2.616 -0.784 -0.838
H 2.414 -1.358 0.495
H 1.412 -2.759 0.525
H 2.639 -2.625 -0.770
H 1.553 -0.841 -1.977
H 0.681 -2.255 -1.733
*
```

The calculation puts the HOMO-LUMO gap at 8.1 eV. The LUMO energy comes out at -5.69 eV. The calculated total energy comes out at -10401.8594 eV.

***

(9)
The following is a DFT calculation (the ωB97M-V functional and the def2-TZVPD basis) of the ion C7H11N2 with charge +1 at a distorted geometry.

The geometry in ORCA input format:
```
! wB97M-V def2-TZVPD RIJCOSX def2/J DEFGRID3
* xyz 1 3
C -1.115 1.043 -1.175
C 3.128 0.669 0.753
C 2.253 0.330 -0.180
C -1.141 -0.456 0.684
C 0.350 -1.049 -1.340
C -2.418 0.281 0.637
C 1.159 -0.676 -0.136
N -0.278 -0.015 -0.455
N -2.274 1.108 -0.579
H 3.880 1.341 0.619
H 3.088 0.219 1.793
H 2.255 0.841 -1.123
H -0.544 -0.257 1.608
H -1.250 -1.568 0.614
H 0.655 -0.593 -2.253
H -0.360 -1.984 -1.371
H -3.227 -0.428 0.648
H -2.317 0.958 1.640
H 1.169 -1.368 0.656
H -3.012 1.604 -1.041
*
```

The calculation puts the HOMO-LUMO gap (alpha / beta) at 7.3 / 8.1 eV. The LUMO energy (alpha / beta) comes out at -3.27 / -5.93 eV. The calculated total energy comes out at -10402.9512 eV.

***

(10)
The following is a DFT calculation (the ωB97M-V functional and the def2-TZVPD basis) of a cluster of 2 separate species, C7H11N2OP in total at a distorted geometry.

The geometry in ORCA input format:
```
! wB97M-V def2-TZVPD RIJCOSX def2/J DEFGRID3
* xyz 0 1
C -1.022 3.366 -0.753
C -2.102 2.676 -0.177
C 0.157 2.678 -0.921
C -2.040 1.242 0.071
C 0.192 1.353 -0.892
C -0.891 0.574 -0.430
C -0.882 -0.925 -0.375
N 1.516 -1.257 1.137
N 1.410 -2.299 -1.526
O 2.571 -3.908 2.771
P 0.829 -1.547 -0.228
H -1.147 4.405 -0.889
H -2.941 3.153 0.167
H 1.018 3.202 -1.358
H -2.861 0.666 0.433
H 1.177 0.997 -1.263
H -1.502 -1.316 0.438
H -1.375 -1.324 -1.218
H 1.048 -0.811 1.920
H 2.345 -2.744 -1.496
H 2.040 -4.699 2.666
H 2.459 -3.482 1.922
*
```

The calculation puts the HOMO-LUMO gap at 9.9 eV. The LUMO energy comes out at 0.51 eV. The calculated total energy comes out at -21752.5176 eV. As for the SMILES: [H]/N=P(/Cc1ccccc1)=N/[H].O.

***

(11)
The following is a DFT calculation (the ωB97M-V functional and the def2-TZVPD basis) of a cluster of 2 separate species, C7H11N3O in total.

The geometry in ORCA input format:
```
! wB97M-V def2-TZVPD RIJCOSX def2/J DEFGRID3
* xyz 0 1
O -4.595 0.164 -0.275
C -3.426 -0.073 0.016
N -2.562 0.922 0.360
C -2.838 -1.468 0.024
C -2.994 2.306 0.393
H -1.595 0.684 0.596
H -2.469 -1.736 1.028
H -3.620 -2.188 -0.267
H -2.002 -1.548 -0.691
H -2.144 2.941 0.693
H -3.812 2.446 1.120
H -3.345 2.634 -0.600
N 4.749 -0.956 -0.820
N 2.331 -0.061 0.341
C 4.562 -0.918 0.506
C 3.370 -0.477 1.079
C 3.711 -0.540 -1.558
C 2.518 -0.098 -0.986
H 5.397 -1.254 1.136
H 3.244 -0.457 2.170
H 3.836 -0.560 -2.649
H 1.683 0.237 -1.615
*
```

The calculation puts the HOMO-LUMO gap at 9.8 eV. The LUMO energy comes out at 0.18 eV. The calculated total energy comes out at -13955.0535 eV. As for the SMILES: CNC(C)=O.c1cnccn1.

***

(12)
The following is a DFT calculation (the ωB97M-V functional and the def2-TZVPD basis) of a cluster of 2 separate species, C7H11N3O3 in total at a distorted geometry.

The geometry in ORCA input format:
```
! wB97M-V def2-TZVPD RIJCOSX def2/J DEFGRID3
* xyz 0 1
C -4.822 -0.186 -0.372
C -4.172 1.290 -0.408
C -2.841 1.496 -0.210
C -2.593 -0.816 0.541
C 3.735 1.542 0.576
C 4.060 0.234 -0.146
C 2.985 -1.953 -0.509
H -4.345 -1.979 0.552
H -4.942 2.125 -0.586
H -2.474 2.547 0.017
H -1.251 0.487 0.514
H 2.720 1.731 1.027
H 4.017 2.421 -0.007
H 4.451 1.553 1.380
H 2.047 -0.300 0.118
H 4.051 -2.140 -0.717
H 2.595 -2.761 0.178
H 2.334 -1.989 -1.380
N -3.776 -1.147 -0.105
N -2.177 0.428 0.325
N 2.985 -0.627 -0.098
O -5.940 -0.372 -0.823
O -1.727 -1.589 1.034
O 5.080 0.006 -0.900
*
```

The calculation puts the HOMO-LUMO gap at 9.3 eV. The LUMO energy comes out at -0.15 eV. The calculated total energy comes out at -18048.4591 eV. As for the SMILES: O=c1cc[nH]c(=O)[nH]1.CNC(C)=O.

***

In order of appearance, energy above the lowest of the compared OMol25 structures with the same formula, charge and spin = 45.14; 142.47; 141.75; 135.41; 124.46; 87.13; 29.14; 227.36; 96.23; 68.58; 11.92; 56.73 kcal/mol.